[1]
This record from the OMol25 dataset describes C4H10S in the gas phase. The level of theory is ωB97M-V/def2-TZVPD.

The geometry in XYZ format:
```
15
Properties=species:S:1:pos:R:3:forces:R:3:mulliken_charge:R:1
C 0.31084 -0.37733 -1.46772 -1.7 0.6 -0.2 -1.378
C 0.13611 1.27736 0.37962 -1.8 3.7 1.5 -1.657
C 0.53425 -1.13702 0.88987 -1.5 1.5 3.3 -1.220
C -0.17045 -0.11259 -0.02871 -0.9 0.0 0.3 1.151
S -2.10328 -0.40810 -0.02148 0.7 0.7 0.3 -0.267
H 1.36080 -0.11034 -1.53863 0.2 -0.3 0.0 0.354
H 0.14258 -1.46026 -1.40237 0.3 0.1 -1.7 0.444
H -0.26140 0.21563 -2.29909 0.9 -1.4 1.7 0.274
H -0.15567 1.65850 1.46368 0.8 -1.4 -1.8 0.332
H -0.49270 1.98830 -0.20975 0.3 -0.5 0.0 0.436
H 1.13865 1.64981 0.15517 0.3 -0.6 0.2 0.401
H 1.22531 -1.68058 0.31546 0.5 -1.5 -0.5 0.397
H 1.18342 -0.54556 1.61580 -0.8 -0.7 -0.7 0.309
H -0.23037 -1.70164 1.59401 1.8 0.7 -1.8 0.278
H -2.61810 0.74383 0.55414 0.8 -0.8 -0.4 0.146
```
Positions in Å, forces in eV/Å.

## Properties
ΔE to the lowest compared entry with this formula, charge and spin = 25.9 kcal per mole
orbital gap = 9.8 eV
highest occupied orbital energy = -9.004 eV
structure (SMILES) = CC(C)(C)S

[2]
This record from the OMol25 dataset describes 2 unconnected molecules or ions with the total composition C4H10S. The level of theory is ωB97M-V/def2-TZVPD.

The geometry in XYZ format:
```
15
Properties=species:S:1:pos:R:3:forces:R:3:mulliken_charge:R:1
C -2.71917 -1.02940 0.27492 1.8 0.0 -1.3 -0.490
C -2.17703 0.19288 0.49029 -1.4 -1.1 -1.4 -0.576
H -3.42174 -1.46437 0.98058 0.1 -0.1 -0.2 0.264
H -2.32541 -1.68337 -0.61706 -1.2 1.3 1.8 0.238
H -2.57943 0.72621 1.35383 0.6 0.4 -0.4 0.221
H -1.54574 0.63531 -0.34164 -0.8 -0.3 1.7 0.390
C 2.07640 1.26901 0.95363 -0.7 -0.2 -0.1 -0.897
C 1.27786 1.04305 -0.32330 -1.5 -1.5 -0.6 -0.432
S 0.67089 -0.81075 -0.73931 3.1 1.0 -0.8 -0.119
H 1.59910 0.68754 1.73289 0.3 -0.1 0.4 0.279
H 3.15410 1.04810 0.88759 -0.6 -0.1 -0.1 0.281
H 1.95406 2.31771 1.21678 0.2 0.2 0.1 0.295
H 1.90446 1.27666 -1.18209 -0.5 0.0 -0.2 0.345
H 0.26948 1.53611 -0.37533 1.4 0.1 0.2 0.261
H -0.49148 -0.96121 -0.19978 -0.8 0.4 0.9 -0.059
```
Positions in Å, forces in eV/Å.

## Properties
ΔE to the lowest compared entry with this formula, charge and spin = 47.4 kcal per mole
orbital gap = 10.0 eV
highest occupied orbital energy = -8.936 eV
structure (SMILES) = C=C.CCS

| no. | LUMO energy (eV) | strongest force on any atom (eV/Å) | electronic energy (eV) |
| --- | --- | --- | --- |
| 1 | 0.81 | 4.4 | -15144.243 |
| 2 | 1.04 | 3.3 | -15143.312 |